No. 1
Computed, not measured: a molecular structure, C36H30Cl2N2O2PS2Tc, with ωB97M-V with the def2-TZVPD basis set.

XYZ file:
```
76
Properties=species:S:1:pos:R:3
Cl -5.135 -2.313 0.911
S -0.137 -2.117 1.670
H -0.580 -3.077 -4.486
H -1.175 3.833 1.949
C 2.873 0.224 -0.520
H 1.131 -3.995 -0.294
C -1.092 2.342 -2.686
H -0.585 4.390 7.196
C 0.101 1.099 6.803
O -1.463 -2.910 -1.958
C 0.058 -0.798 2.854
H 2.984 -0.135 1.601
H -0.655 1.877 -3.559
N -0.471 0.704 1.271
C 2.696 -2.193 -4.714
C 0.668 3.562 5.665
C 0.391 -2.688 -4.209
H -2.276 2.613 2.605
H 4.656 -1.602 0.271
C 0.928 1.164 5.686
C 1.829 -1.695 -2.543
C 3.771 2.323 -1.272
H -0.583 2.575 3.056
C 4.816 -3.667 0.812
C -1.004 1.874 1.084
C -0.484 -2.199 -1.878
H 1.852 2.461 4.253
C 4.169 -4.891 0.891
H 4.121 2.002 2.081
H 5.850 -3.578 1.114
C 2.163 -3.896 0.024
C 3.214 0.553 0.793
H -3.773 -2.749 -0.970
C 0.584 -2.190 -2.926
H 4.699 -5.759 1.259
C 4.128 2.638 0.030
C 2.900 -1.715 -3.429
H 3.517 -2.204 -5.418
H 2.340 -5.962 0.546
H 2.366 0.157 4.435
N -0.094 0.435 2.586
H 0.903 4.523 5.225
H -1.093 2.189 8.205
H -3.101 4.879 -1.711
H 1.309 -3.049 -6.108
C 1.205 2.403 5.121
C 1.447 -2.674 -5.103
H 3.880 -1.371 -3.123
C 3.139 1.119 -1.551
C -2.456 4.014 -1.641
H -0.114 0.139 7.257
Cl -3.025 -0.649 -0.217
H -2.069 3.910 -3.753
C -1.261 2.790 2.238
C -2.181 3.458 -0.411
C -1.370 2.319 -0.268
C 1.579 -0.078 5.151
H 4.624 3.576 0.243
H 2.844 0.887 -2.566
H 2.040 -0.635 5.970
H 3.982 3.016 -2.075
O -0.184 0.577 -1.490
H -2.619 3.906 0.468
C 2.808 -2.661 -0.045
C -0.451 2.253 7.337
C 3.846 1.753 1.065
C 4.140 -2.550 0.339
C -3.633 -2.333 0.018
C -1.885 3.465 -2.785
C -0.870 1.734 -1.450
S 0.530 -1.391 4.431
P 1.915 -1.278 -0.789
C -0.166 3.488 6.771
C 2.843 -5.007 0.491
H -2.873 -2.862 0.580
Tc -0.333 -0.865 -0.246
```

Its expectation value of S² is 1.13. The HOMO energy (alpha / beta) is -0.4063 / -0.4061 hartree. The total energy is -3788.541403 Eh. Its total charge is +1. For the LUMO energy (alpha / beta), the calculation gives -0.172 / -0.169 Ha. As for the spin multiplicity: 2. The HOMO-LUMO gap (alpha / beta) comes out at 6.38 / 6.45 eV.

***

No. 2
Computed, not measured: a molecular structure, C36H30ClCrN7OS2, with ωB97M-V with the def2-TZVPD basis set.

XYZ file:
```
78
Properties=species:S:1:pos:R:3
C -1.797 0.726 -3.688
H -0.698 3.428 2.336
H 0.456 0.934 -7.517
C 2.823 -1.882 -0.997
S -2.031 -0.031 -6.747
C -3.504 0.059 0.907
H 1.343 -0.208 -1.791
H 2.629 -4.496 0.358
H 1.329 5.340 -2.438
N -0.047 -2.802 0.913
C 0.645 -3.933 1.124
H -1.096 5.104 -1.916
H -2.903 4.191 3.490
C 0.129 -5.033 1.988
Cl 3.049 -2.582 6.227
C -3.925 -2.249 -0.513
C 0.964 4.537 -1.810
C 1.346 2.606 -0.427
C -0.799 3.340 -0.719
C 0.459 0.051 -2.354
H -0.861 -2.485 1.414
C 0.619 -2.283 5.055
C -0.365 4.407 -1.530
C 1.878 3.616 -1.248
N 0.017 2.456 -0.198
H -2.611 0.893 -1.718
H 2.937 -0.817 -0.785
H -0.044 -4.674 3.005
H -2.718 0.988 -4.190
C 2.193 1.688 0.234
C -0.707 0.463 -5.926
H -1.843 -2.020 -0.999
C 1.823 -3.782 0.430
O -0.654 -0.497 2.205
H -1.855 3.214 -0.501
C 3.276 3.650 -1.457
H -0.809 -5.436 1.603
H -5.585 -0.034 1.435
H 2.612 -2.002 -2.063
C -2.777 3.325 2.856
H 1.411 -0.170 -4.248
H 1.159 1.332 -5.990
C -1.738 0.662 -2.312
C 2.117 0.318 2.113
H -1.300 -2.026 4.143
C 4.077 2.717 -0.867
C 2.442 -1.089 4.065
C -1.639 2.903 2.233
N -2.473 -0.516 0.254
C -4.776 -0.511 0.896
H 0.852 -5.844 2.034
C -0.660 0.434 -4.431
H 3.489 -0.805 4.055
N 0.612 -1.897 0.152
C -3.122 1.295 1.553
N -0.632 0.315 -1.639
C 1.574 -0.585 3.076
C 0.209 -0.928 3.084
C 0.494 0.097 -3.737
C -2.694 -1.630 -0.456
C 3.543 1.727 -0.011
H 3.139 0.635 2.300
H 3.698 4.421 -2.091
H -5.964 -2.133 0.167
H 3.778 -2.368 -0.804
S -4.115 2.311 2.524
C -1.820 1.714 1.467
N 1.495 0.792 1.085
C -4.982 -1.677 0.188
Cr -0.550 0.441 0.545
H 5.145 2.729 -1.046
C 1.760 -2.503 -0.150
C 1.976 -1.939 5.028
N 0.428 0.881 -6.512
H 4.209 0.999 0.433
H 0.257 -2.942 5.835
C -0.244 -1.782 4.112
H -4.054 -3.148 -1.099
```

Its expectation value of S² is 0.76. The HOMO energy (alpha / beta) is -0.3769 / -0.3759 hartree. The total energy is -4149.297079 Eh. Its total charge is +1. For the LUMO energy (alpha / beta), the calculation gives -0.120 / -0.121 Ha. As for the spin multiplicity: 2. The HOMO-LUMO gap (alpha / beta) comes out at 7.00 / 6.94 eV.

***

No. 3
Computed, not measured: 6 unconnected molecules or ions with the total composition C36H30F6 in a non-equilibrium geometry, with ωB97M-V with the def2-TZVPD basis set.

XYZ file:
```
72
Properties=species:S:1:pos:R:3
H -3.030 -1.499 -0.064
H 6.795 -1.772 -2.469
C 6.369 -3.789 -2.458
C -4.601 0.697 5.138
H 5.729 -5.832 -2.439
H -1.222 -2.968 -3.617
H 3.059 1.113 -4.039
C -4.307 1.394 3.966
C 2.017 0.790 -0.942
C 1.394 -0.190 -7.279
H -0.115 4.430 7.375
C -2.898 -1.563 -3.949
C 2.384 1.020 0.374
C -3.027 -1.652 -1.134
F 1.765 3.040 8.486
C 2.499 1.625 -6.079
H -2.748 -1.489 -5.016
C -2.125 -2.429 -1.832
C 0.058 0.986 1.020
C 2.585 0.807 -4.962
C 1.922 1.108 -7.249
C 1.310 1.408 6.890
C 1.387 1.134 1.357
C -5.831 0.907 5.741
C -5.169 2.344 3.476
H 0.998 -0.608 -8.195
F -3.121 1.190 3.359
H -0.672 1.135 1.805
H -1.350 0.569 -0.485
C -6.387 2.590 4.116
H 2.751 0.826 -1.731
C 3.656 -3.180 -2.143
C 5.956 -2.454 -2.431
H 0.779 -0.044 5.439
H -1.484 -3.068 -1.235
H -3.861 0.113 5.670
H -7.641 2.024 5.781
C -6.734 1.850 5.217
C 0.644 0.988 5.732
C 0.668 0.626 -1.253
C -0.290 0.689 -0.289
H -1.240 3.741 5.208
H 2.635 -2.844 -2.010
C 4.604 -2.192 -2.230
H 2.941 2.602 -6.211
H -6.028 0.470 6.710
C -3.874 -0.801 -1.860
C 1.076 2.663 7.396
C -0.335 1.806 5.193
H 2.119 -1.156 -4.153
H -4.519 -0.150 -1.285
C 4.064 -4.503 -2.245
C -0.598 3.062 5.754
F 0.318 0.270 -2.499
C -2.021 -2.360 -3.214
F 4.269 -0.892 -2.076
H 2.061 0.766 7.333
H -7.038 3.333 3.677
H -0.778 1.422 4.283
H -4.991 2.750 2.486
C 0.102 3.503 6.863
C 2.108 -0.490 -5.006
H 3.428 1.053 0.653
C -3.811 -0.792 -3.231
H 3.338 -5.303 -2.272
F -4.596 0.053 -3.927
C 5.407 -4.798 -2.407
C 1.453 -0.944 -6.134
H 1.631 1.354 2.389
H 7.412 -4.036 -2.590
F 0.884 -2.160 -6.102
H 1.870 1.706 -8.147
```

The HOMO energy is -0.3358 hartree. The total energy is -1988.959792 Eh. As for the SMILES: Fc1ccccc1.Fc1ccccc1.Fc1ccccc1.Fc1ccccc1.Fc1ccccc1.Fc1ccccc1. For the LUMO energy, the calculation gives 0.024 Ha. The HOMO-LUMO gap comes out at 9.79 eV.

***

No. 4
Computed, not measured: a molecular structure, C36H30F6IrN8O4P2S3Se2 in a non-equilibrium geometry, with ωB97M-V with the def2-TZVPD basis set.

XYZ file:
```
92
Properties=species:S:1:pos:R:3
C 3.976 -5.671 1.669
C 2.166 -6.545 -6.360
H 6.348 0.209 -3.151
C -2.846 3.129 -1.408
C 0.538 -7.736 -1.196
C 2.386 -5.473 -7.213
N 0.828 -3.424 -2.768
H 2.962 -3.405 -7.387
C 2.967 -4.068 -5.350
H 4.356 -7.138 -1.398
N 1.044 1.428 -1.357
C 0.899 3.986 1.436
H 4.130 -0.356 -2.216
C 1.315 1.312 -2.661
S -2.543 -0.509 -1.882
C 3.898 -4.625 0.765
C 5.025 -0.831 -1.825
O -2.205 -1.381 -0.739
H 1.896 2.261 -4.488
H 2.246 -5.600 -8.281
C 0.773 2.700 0.680
C 1.424 -8.645 -0.623
F -4.552 -1.940 -2.615
P 3.341 -2.003 0.007
Se 2.653 -0.153 0.862
F -2.362 4.014 -0.531
O -2.097 1.300 0.286
H -1.478 -0.561 4.440
H 4.159 -4.812 -0.266
C 3.176 -3.106 2.532
C 2.398 -6.391 -1.901
H 3.726 -6.265 3.715
H 1.857 -7.505 -6.759
F -2.609 -2.515 -3.392
C 2.052 -3.507 -2.180
C 3.264 -4.160 3.436
H -0.530 -7.914 -1.144
H 1.562 4.720 -0.987
P 2.975 -4.939 -2.749
H -0.373 2.329 2.921
Se 5.149 -4.705 -2.576
C 3.488 -3.324 1.193
N -0.103 1.494 2.434
C 3.663 -5.449 3.003
H 8.390 -0.846 -2.227
N -3.636 0.573 -1.570
H -1.135 1.113 4.655
F -3.624 -0.765 -4.192
S -3.323 1.659 -0.464
H 1.207 0.319 -3.084
C 1.016 -6.605 -1.838
N 0.165 -2.452 -2.190
C -3.421 -1.519 -3.131
H 3.278 -3.108 -4.954
C 1.783 3.634 -2.831
H 0.074 4.661 1.184
C 2.728 -5.148 -4.492
H 0.326 -5.895 -2.281
S -0.431 -1.147 1.975
C 4.929 -1.752 -0.771
H 1.829 4.487 1.174
N -1.063 0.285 4.089
C -0.543 0.283 2.867
H 1.042 -9.531 -0.126
H 3.024 -3.991 4.479
C 6.084 -2.330 -0.233
H 8.228 -2.454 -0.357
C 7.329 -2.007 -0.769
N 0.355 1.599 1.149
C 6.266 -0.505 -2.339
H 0.912 3.841 2.514
H 4.281 -6.657 1.335
O -1.315 0.032 -2.494
H 3.481 -9.148 -0.257
F -1.903 2.811 -2.288
C 2.790 -4.235 -6.711
H 2.061 4.508 -3.406
C 7.417 -1.101 -1.817
H 6.013 -3.018 0.604
C 1.502 3.756 -1.477
N 0.941 -1.882 -1.245
C 2.794 -8.431 -0.691
H 2.860 -2.126 2.862
C 1.129 2.636 -0.772
C 2.341 -6.390 -4.991
O -4.482 2.043 0.265
C 2.152 -2.480 -1.241
H 2.172 -7.226 -4.324
C 3.287 -7.300 -1.331
Ir -0.131 -0.161 -0.305
C 1.698 2.394 -3.431
F -3.900 3.617 -2.014
```

Its expectation value of S² is 8.77. The HOMO energy (alpha / beta) is -0.4738 / -0.4889 hartree. The total energy is -9511.916906 Eh. Its total charge is +2. For the LUMO energy (alpha / beta), the calculation gives -0.202 / -0.285 Ha. As for the spin multiplicity: 6. The HOMO-LUMO gap (alpha / beta) comes out at 7.39 / 5.54 eV.

***

No. 5
Computed, not measured: a molecular structure, C36H30InN6O16S in a non-equilibrium geometry, with ωB97M-V with the def2-TZVPD basis set.

XYZ file:
```
90
Properties=species:S:1:pos:R:3
H 23.171 22.249 -5.794
C 18.999 20.915 -3.866
H 22.970 24.762 -5.800
C 21.193 22.023 -6.714
O 24.447 20.762 -7.447
C 23.790 17.729 -11.139
H 19.240 21.933 -7.463
C 19.931 24.021 -7.008
H 22.501 19.118 -10.213
O 20.804 13.747 -10.099
C 21.264 19.437 -4.359
C 19.596 18.957 -6.330
C 19.924 16.032 -7.531
H 23.686 19.323 -8.152
N 18.601 24.710 -7.282
O 26.771 16.847 -7.195
C 22.325 21.854 -11.145
H 21.067 20.892 -8.626
C 25.300 17.798 -8.725
H 21.337 21.642 -11.525
C 20.195 20.397 -8.224
O 23.278 18.839 -6.778
H 18.928 15.662 -7.339
C 25.609 16.880 -9.778
H 24.109 21.583 -8.285
O 23.632 19.308 -4.245
H 23.466 17.335 -8.017
H 17.593 18.513 -6.053
N 20.163 14.219 -9.196
C 22.618 21.468 -9.829
C 18.890 20.534 -8.563
C 20.101 18.777 -3.856
H 26.319 16.067 -9.739
S 23.118 20.264 -7.110
C 17.919 19.868 -7.835
C 18.264 19.075 -6.685
H 19.990 17.721 -3.659
C 18.965 19.559 -3.651
In 24.851 19.666 -5.479
O 19.023 13.815 -8.889
O 25.846 18.623 -6.566
H 22.100 21.296 -5.025
C 20.691 15.449 -8.519
H 21.827 18.546 -6.562
H 22.828 22.851 -12.935
O 19.495 21.951 -10.279
H 16.888 19.928 -8.152
O 22.468 17.494 -4.682
C 20.102 21.519 -4.366
H 18.072 19.095 -3.259
N 25.861 23.323 -9.393
O 22.076 20.601 -8.056
O 17.595 24.067 -7.589
H 19.565 17.634 -6.356
H 18.176 21.566 -3.606
N 18.566 21.421 -9.691
H 24.962 23.612 -12.038
C 20.041 22.600 -7.181
H 20.926 25.837 -6.512
O 18.683 25.954 -7.163
O 26.090 23.005 -8.245
O 17.386 21.637 -9.969
C 22.483 16.910 -7.876
C 20.336 17.100 -6.892
C 21.010 24.760 -6.513
N 22.566 18.704 -4.419
H 19.872 18.358 -5.475
C 21.243 20.787 -4.608
C 21.619 17.584 -7.005
H 19.989 22.559 -4.636
C 22.313 22.761 -6.205
H 23.123 17.757 -11.988
C 23.200 22.583 -11.957
C 23.852 21.887 -9.289
N 26.006 17.744 -7.417
H 25.254 16.161 -11.644
C 20.573 19.649 -7.081
C 22.162 24.109 -6.093
H 21.602 19.518 -6.783
C 24.399 22.969 -11.378
C 22.032 15.891 -8.675
O 22.930 20.803 -5.786
C 24.123 18.653 -8.879
C 24.720 22.669 -10.040
C 24.890 16.906 -10.953
C 23.461 18.643 -10.072
O 26.575 24.154 -10.025
H 21.335 20.952 -6.713
H 22.004 20.846 -9.194
H 22.758 15.400 -9.306
```

The HOMO energy is -0.4089 hartree. The total energy is -3508.179839 Eh. Its total charge is +1. For the LUMO energy, the calculation gives -0.264 Ha. The HOMO-LUMO gap comes out at 3.96 eV.

***

No. 6
Computed, not measured: a molecular structure, C36H30MnN5S2, with ωB97M-V with the def2-TZVPD basis set.

XYZ file:
```
74
Properties=species:S:1:pos:R:3
C 1.838 0.082 0.751
C -0.186 -5.662 -2.418
Mn -1.091 1.830 0.103
C 0.753 -0.967 1.101
C 6.381 -0.407 -0.464
N -0.865 3.978 0.421
H -6.597 -0.012 2.378
C -5.655 -0.812 0.656
C 5.329 -0.549 -3.027
H 0.292 -7.355 -1.195
C 2.427 -2.645 0.528
C -0.391 -4.288 -2.447
H -3.079 -2.099 -2.951
C -1.940 5.863 1.482
C -2.381 -0.376 -1.861
C 5.083 0.024 -0.700
H 2.455 -2.667 -0.565
H 0.980 4.285 -0.416
C 0.245 6.096 0.498
S -0.740 -0.459 1.613
H 7.228 -1.368 -3.596
N -2.551 0.481 -0.876
C -1.921 4.504 1.109
H -0.270 -6.242 -3.327
H 0.494 -6.032 0.876
S 1.420 1.696 0.582
C 3.450 -1.697 1.078
C 0.245 -5.540 -0.056
N 3.091 -0.335 0.693
C 0.167 4.746 0.134
C -4.878 1.155 1.842
H 3.818 1.534 0.155
H 2.618 -3.656 0.886
H -3.090 7.441 2.416
H 4.920 -0.597 -4.028
C 0.032 -4.169 -0.079
H -5.048 -2.399 -1.454
H 3.511 -1.757 2.169
H -5.044 5.986 2.805
H -1.498 -0.241 -2.478
C 4.227 0.563 0.415
C -0.286 -3.547 -1.283
H -5.039 3.654 2.167
H -0.803 -2.918 1.473
C -4.142 4.222 1.988
C 6.627 -0.980 -2.784
C -4.347 -1.588 -1.300
N 1.104 -2.245 0.995
C -4.562 -0.690 -0.235
C -3.642 0.364 -0.066
C 0.151 -3.348 1.182
C -0.812 6.647 1.168
H -0.451 -2.475 -1.300
C -4.152 5.586 2.342
C -3.080 6.399 2.127
C -5.782 0.087 1.674
H 6.796 -0.345 0.535
N -2.865 2.337 0.985
H 0.511 -3.969 2.005
C -3.816 1.349 0.977
H 8.167 -1.234 -1.315
C -3.035 3.629 1.405
H -6.360 -1.622 0.525
H 4.801 0.672 1.339
C 4.561 -0.046 -1.990
H 4.429 -1.919 0.659
H -0.635 -3.798 -3.381
C 7.154 -0.906 -1.505
H -0.801 7.691 1.456
H 3.552 0.303 -2.180
H 1.119 6.674 0.238
C -3.267 -1.430 -2.124
C 0.130 -6.286 -1.222
H -5.005 1.801 2.695
```

Its expectation value of S² is 8.76. The HOMO energy (alpha / beta) is -0.3305 / -0.3349 hartree. The total energy is -3610.919774 Eh. Its total charge is +1. For the LUMO energy (alpha / beta), the calculation gives -0.137 / -0.138 Ha. As for the spin multiplicity: 6. The HOMO-LUMO gap (alpha / beta) comes out at 5.27 / 5.36 eV.